[1]
Computed, not measured: a molecular structure, C3H8N2S in a non-equilibrium geometry, with ωB97M-V/def2-TZVPD.

XYZ file:
```
14
C3H8N2S, DFT ωB97M-V/def2-TZVPD
C -0.340 -1.601 -0.971
C 0.873 -1.210 -0.151
C -1.460 0.702 0.635
H 0.176 -2.129 -1.916
H -1.108 -0.758 -1.133
H -0.988 -2.532 -0.467
H 1.687 -1.957 -0.372
H 0.680 -1.547 1.019
H -1.023 0.727 -1.264
H -2.694 0.479 0.105
H -2.079 0.814 2.382
N -0.499 0.704 -0.473
N -1.035 0.773 1.873
S 1.353 0.577 -0.327
```

Summary:
Gap between HOMO and LUMO: 9.19 eV
Strongest force on any atom: 0.13998 Eh/bohr
ΔE to the lowest compared entry with this formula, charge and spin: 134.3 kcal/mol
Charge: 0

***

[2]
Computed, not measured: 3 unconnected molecules or ions with the total composition C11H17N3O8 in a non-equilibrium geometry, with ωB97M-V/def2-TZVPD.

XYZ file:
```
39
C11H17N3O8, DFT ωB97M-V/def2-TZVPD
N -0.041 -0.559 -0.088
C 0.027 -1.603 0.804
N -1.014 -1.732 1.639
C -0.999 -2.905 2.526
C 0.437 -3.042 3.040
C 1.236 -3.416 1.795
N 1.138 -2.348 0.769
C 1.335 -3.003 -0.584
O 0.508 -2.823 -1.494
O 2.306 -3.717 -0.634
H -0.383 -0.804 -1.004
H 0.181 0.394 0.150
H -1.897 -1.602 1.162
H -1.216 -3.793 1.925
H -1.685 -2.818 3.371
H 0.481 -3.838 3.784
H 0.837 -2.092 3.409
H 2.258 -3.731 2.000
H 0.749 -4.310 1.382
C 1.399 0.813 -4.261
C 0.585 0.104 -3.208
O -0.288 1.141 -2.741
C -0.397 2.066 -3.728
O -1.173 2.964 -3.722
O 0.497 1.827 -4.719
H 1.695 0.157 -5.076
H 2.290 1.292 -3.850
H -0.018 -0.707 -3.620
H 1.192 -0.288 -2.396
C -1.416 4.721 1.203
C -1.625 3.453 1.998
O -0.750 2.533 1.341
C 0.215 3.253 0.716
O 1.183 2.774 0.224
O -0.074 4.574 0.731
H -1.519 5.619 1.806
H -2.085 4.792 0.343
H -1.315 3.554 3.040
H -2.654 3.101 1.968
```

Summary:
Gap between HOMO and LUMO: 8.81 eV
Strongest force on any atom: 0.06682 Eh/bohr
Charge: 0

***

[3]
Computed, not measured: 13 unconnected molecules or ions with the total composition C5H35NO13 in a non-equilibrium geometry, with ωB97M-V/def2-TZVPD.

XYZ file:
```
54
C5H35NO13, DFT ωB97M-V/def2-TZVPD
C 2.223 -2.149 0.405
C 2.429 -0.965 1.301
N 2.962 0.192 0.730
C 2.833 0.521 -0.655
C 3.983 1.275 -1.295
C 3.223 1.329 1.563
O 2.021 -0.966 2.450
H 2.688 -3.099 0.801
H 1.220 -2.562 0.333
H 2.611 -1.978 -0.582
H 2.512 -0.350 -1.250
H 1.929 1.144 -0.904
H 4.977 0.974 -0.980
H 3.974 1.114 -2.383
H 3.727 2.341 -1.276
H 2.536 1.437 2.421
H 3.043 2.318 1.136
H 4.263 1.490 1.868
H -0.371 -2.552 -1.074
H -0.853 -3.015 -2.323
O -0.182 -2.384 -2.015
H -2.923 2.018 1.797
H -2.019 1.574 2.937
O -2.941 1.734 2.719
H -0.961 -1.342 -3.419
H -0.490 -0.463 -4.531
O -1.052 -1.235 -4.389
H -3.085 -0.154 0.125
H -3.300 -0.588 1.534
O -3.283 -0.987 0.649
H -0.712 -2.221 1.905
H -1.811 -1.790 0.883
O -0.824 -1.901 0.997
H -3.813 0.114 -3.527
H -2.345 0.196 -3.866
O -2.948 0.131 -3.098
H 0.698 -1.412 3.491
H -0.271 -1.170 4.684
O -0.047 -1.797 3.987
H -1.173 4.051 -1.106
H -0.253 3.105 -0.541
O -1.027 3.090 -1.152
H 0.134 2.358 1.676
H 1.273 3.487 1.378
O 0.529 2.979 1.058
H -2.723 -2.496 -0.610
H -3.316 -3.389 -1.880
O -2.684 -3.267 -1.176
H -2.341 2.011 -0.798
H -3.354 1.051 -1.437
O -3.085 1.399 -0.572
H -0.414 0.063 2.075
H -0.573 0.075 0.584
O -0.614 0.663 1.348
```

Summary:
Gap between HOMO and LUMO: 9.71 eV
Strongest force on any atom: 0.05448 Eh/bohr
ΔE to the lowest compared entry with this formula, charge and spin: 36.4 kcal/mol
Charge: 0

***

[4]
Computed, not measured: 10 unconnected molecules or ions with the total composition C23H66O10 in a non-equilibrium geometry, with ωB97M-V/def2-TZVPD.

XYZ file:
```
99
C23H66O10, DFT ωB97M-V/def2-TZVPD
C -0.659 0.007 -2.381
C 0.785 -0.504 -1.948
C 0.872 -0.797 -0.438
O 1.228 -1.605 -2.594
H -0.979 0.872 -1.800
H -1.399 -0.788 -2.466
H -0.683 0.369 -3.409
H 1.506 0.286 -2.158
H 1.893 -1.143 -0.277
H 0.218 -1.593 -0.082
H 0.675 0.091 0.163
H 1.111 -1.491 -3.540
C -7.180 1.644 -2.097
C -8.095 1.653 -0.809
C -9.544 1.922 -1.131
O -7.971 0.314 -0.382
H -7.593 1.129 -2.964
H -6.186 1.251 -1.884
H -7.079 2.697 -2.358
H -7.656 2.168 0.046
H -9.603 2.987 -1.355
H -10.122 1.851 -0.209
H -10.077 1.334 -1.878
H -7.120 0.194 0.044
C 3.717 -4.441 4.175
C 4.129 -5.129 5.443
C 4.254 -6.642 5.323
O 5.337 -4.551 5.926
H 2.837 -5.039 3.937
H 4.321 -4.675 3.298
H 3.511 -3.370 4.175
H 3.442 -4.900 6.257
H 4.871 -7.086 6.104
H 4.722 -6.839 4.359
H 3.289 -7.147 5.276
H 5.721 -4.997 6.685
C -2.932 -2.312 4.622
C -4.332 -1.773 4.171
O -4.118 -0.644 3.364
H -2.936 -2.967 5.493
H -2.325 -1.476 4.972
H -2.511 -2.710 3.699
H -5.034 -1.510 4.962
H -4.786 -2.521 3.521
H -4.025 0.169 3.865
C 0.316 -7.255 -4.535
C 0.328 -6.845 -3.047
O 1.676 -6.780 -2.711
H 0.959 -6.646 -5.171
H -0.589 -7.470 -5.103
H 0.695 -8.273 -4.623
H -0.111 -7.610 -2.405
H -0.173 -5.900 -2.840
H 2.045 -5.901 -2.821
C 0.091 6.828 -5.166
C -0.398 6.486 -3.742
O 0.721 6.121 -3.002
H 0.818 7.639 -5.128
H -0.760 7.109 -5.786
H 0.452 5.973 -5.737
H -0.910 5.537 -3.899
H -0.966 7.271 -3.243
H 1.128 5.344 -3.391
C 8.235 -2.394 0.739
C 8.456 -3.167 2.125
O 8.245 -2.137 3.092
H 8.458 -2.862 -0.220
H 8.866 -1.512 0.626
H 7.187 -2.102 0.673
H 9.463 -3.534 2.322
H 7.757 -4.004 2.111
H 7.611 -2.477 3.727
C 2.057 1.093 -7.975
C 2.029 -0.362 -8.459
O 1.274 -1.034 -7.507
H 2.597 1.159 -7.031
H 1.057 1.478 -7.775
H 2.517 1.786 -8.679
H 3.058 -0.701 -8.583
H 1.495 -0.568 -9.387
H 0.412 -1.199 -7.897
C -3.989 5.495 1.577
C -4.142 5.645 3.045
O -4.202 4.352 3.486
H -4.710 5.944 0.894
H -3.812 4.501 1.165
H -3.088 6.038 1.293
H -5.148 6.036 3.200
H -3.358 6.272 3.470
H -4.385 4.484 4.419
C 1.610 4.246 4.729
C 1.899 5.621 5.360
O 3.070 6.020 4.639
H 2.568 3.728 4.777
H 1.285 4.268 3.689
H 0.982 3.589 5.330
H 2.069 5.525 6.432
H 1.031 6.276 5.281
H 2.728 6.581 3.939
```

Summary:
Gap between HOMO and LUMO: 9.87 eV
Strongest force on any atom: 0.06875 Eh/bohr
ΔE to the lowest compared entry with this formula, charge and spin: 110.1 kcal/mol
SMILES: CC(C)O.CC(C)O.CC(C)O.CCO.CCO.CCO.CCO.CCO.CCO.CCO
Charge: 0

***

[5]
Computed, not measured: 2 unconnected molecules or ions with the total composition C6H10ClNO in a non-equilibrium geometry, with ωB97M-V/def2-TZVPD.

XYZ file:
```
19
C6H10ClNO, DFT ωB97M-V/def2-TZVPD
C 1.892 -0.620 0.820
C 1.524 0.511 1.230
C 0.260 -0.297 -1.310
C 1.640 1.962 1.475
C -1.801 -1.674 -1.153
C -1.377 0.366 0.163
N -1.023 -0.416 -1.016
O 2.372 -1.736 0.617
Cl 1.086 -1.463 -2.230
H 0.656 0.689 -1.479
H 2.617 2.182 1.882
H 1.269 2.634 0.598
H 0.988 2.210 2.385
H -2.110 -2.074 -0.031
H -2.756 -1.519 -1.780
H -1.036 -2.352 -1.690
H -1.384 1.429 0.011
H -2.360 0.071 0.696
H -0.455 0.097 0.810
```

Summary:
Gap between HOMO and LUMO (alpha / beta): 6.62 / 6.60 eV
Strongest force on any atom: 0.06472 Eh/bohr
ΔE to the lowest compared entry with this formula, charge and spin: 125.9 kcal/mol
Charge: 0

***

[6]
Computed, not measured: 11 unconnected molecules or ions with the total composition C38H76Br2O28S8 in a non-equilibrium geometry, with ωB97M-V/def2-TZVPD.

XYZ file:
```
152
C38H76Br2O28S8, DFT ωB97M-V/def2-TZVPD
O 2.411 12.617 1.711
C 2.042 11.541 1.996
C 2.776 10.379 1.604
C 2.401 9.079 1.928
C 1.132 8.773 2.702
O 0.868 7.642 3.199
C 0.405 9.942 3.080
C 0.809 11.204 2.689
H 3.773 10.474 1.200
H 3.176 8.331 1.846
H -0.605 9.836 3.446
H 0.184 12.065 2.871
O -0.170 0.647 -3.685
C -0.360 0.415 -2.485
C -0.498 -0.904 -1.882
C -0.648 -1.187 -0.619
C -0.602 -0.202 0.426
O -0.530 -0.483 1.613
C -0.732 1.141 -0.112
C -0.602 1.448 -1.452
H -0.604 -1.723 -2.577
H -0.937 -2.186 -0.331
H -1.110 1.866 0.594
H -0.803 2.471 -1.733
C 4.957 2.506 4.488
C 5.223 2.307 2.970
O 6.018 1.167 2.834
S 6.688 0.773 1.355
C 7.920 2.098 1.261
O 7.305 -0.569 1.537
O 5.565 1.084 0.427
H 5.847 2.370 5.102
H 4.296 1.661 4.683
H 4.610 3.538 4.527
H 4.256 2.084 2.521
H 5.716 3.186 2.556
H 7.438 2.907 0.711
H 8.727 1.587 0.735
H 8.295 2.338 2.256
C 4.654 -3.078 -4.579
C 5.243 -3.940 -3.556
O 4.658 -5.230 -3.698
S 5.196 -6.466 -2.697
C 4.632 -5.681 -1.031
O 4.516 -7.701 -2.885
O 6.628 -6.427 -2.688
H 5.206 -3.169 -5.514
H 4.668 -2.003 -4.400
H 3.592 -3.309 -4.661
H 6.326 -4.009 -3.657
H 4.980 -3.462 -2.612
H 3.548 -5.714 -0.924
H 5.006 -4.667 -0.895
H 4.935 -6.289 -0.179
C -5.919 4.200 -1.698
C -6.459 3.356 -0.593
O -7.101 4.198 0.341
S -6.348 4.502 1.872
C -5.521 6.038 1.367
O -7.441 4.731 2.841
O -5.233 3.519 2.039
H -6.653 4.988 -1.865
H -5.652 3.720 -2.639
H -5.067 4.732 -1.274
H -7.138 2.679 -1.112
H -5.736 2.616 -0.250
H -5.099 6.554 2.230
H -6.238 6.681 0.857
H -4.744 5.706 0.679
C -2.667 -11.648 4.976
C -1.685 -10.778 4.287
O -1.316 -9.620 5.052
S -0.498 -8.345 4.335
C -0.978 -7.050 5.591
O 0.958 -8.609 4.448
O -1.074 -8.003 3.062
H -2.181 -12.046 5.867
H -3.218 -12.478 4.535
H -3.356 -10.911 5.387
H -0.736 -11.302 4.171
H -2.041 -10.580 3.276
H -1.947 -7.368 5.974
H -1.059 -6.065 5.132
H -0.363 -7.109 6.489
C -6.698 -3.537 3.619
C -6.438 -5.038 3.217
O -5.957 -5.705 4.377
S -6.927 -6.597 5.343
C -7.318 -8.037 4.202
O -6.107 -7.024 6.468
O -8.149 -5.819 5.585
H -7.201 -3.464 4.583
H -7.238 -3.076 2.791
H -5.711 -3.082 3.698
H -7.345 -5.555 2.903
H -5.732 -5.068 2.387
H -8.035 -7.646 3.480
H -7.746 -8.865 4.768
H -6.463 -8.280 3.571
C -2.277 -8.988 -3.187
C -3.718 -8.646 -2.809
O -4.345 -9.903 -2.753
S -6.005 -9.876 -2.691
C -6.221 -11.679 -2.181
O -6.512 -9.076 -1.578
O -6.466 -9.702 -4.077
H -1.634 -9.599 -2.553
H -1.803 -8.027 -3.386
H -2.336 -9.443 -4.176
H -3.878 -8.277 -1.796
H -4.141 -7.980 -3.561
H -7.295 -11.864 -2.163
H -5.700 -11.735 -1.225
H -5.704 -12.394 -2.821
C 5.716 3.629 -7.102
C 6.988 3.668 -7.984
O 7.720 2.470 -7.891
S 8.656 2.179 -6.517
C 9.710 0.746 -7.136
O 9.490 3.340 -6.341
O 7.838 1.745 -5.446
H 5.069 4.484 -7.299
H 5.888 3.665 -6.026
H 5.098 2.746 -7.270
H 6.714 3.734 -9.037
H 7.676 4.487 -7.774
H 10.179 0.272 -6.274
H 10.416 1.145 -7.864
H 8.947 0.066 -7.514
C 0.596 13.664 -3.439
C 0.939 12.187 -3.815
O 0.029 11.382 -3.148
S 0.217 9.678 -3.447
C -0.492 9.585 -5.116
O 1.634 9.295 -3.593
O -0.666 8.988 -2.501
H 0.363 13.887 -2.398
H -0.315 13.952 -3.963
H 1.394 14.381 -3.632
H 0.986 12.070 -4.897
H 1.971 11.987 -3.526
H -1.524 9.934 -5.084
H -0.482 8.553 -5.467
H 0.127 10.263 -5.704
Br -2.497 2.056 9.860
C -2.310 1.661 7.913
C -1.461 2.747 7.261
Br -2.540 4.425 7.336
H -3.304 1.587 7.473
H -1.839 0.682 7.820
H -1.188 2.440 6.251
H -0.559 2.821 7.868
```

Summary:
Gap between HOMO and LUMO: 7.82 eV
Strongest force on any atom: 0.09298 Eh/bohr
SMILES: O=C1C=CC(=O)C=C1.O=C1C=CC(=O)C=C1.CCOS(C)(=O)=O.CCOS(C)(=O)=O.CCOS(C)(=O)=O.CCOS(C)(=O)=O.CCOS(C)(=O)=O.CCOS(C)(=O)=O.CCOS(C)(=O)=O.CCOS(C)(=O)=O.BrCCBr
Charge: 0